Record 1
167
Properties=species:S:1:pos:R:3 method="wB97M-V/def2-TZVPD" e_homo_ev=-9.066 charge=0 fmax_ev_per_a=4.65 e_lumo_ev=0.16
C -3.450 1.434 2.525
C -4.912 1.687 2.114
O -5.263 2.116 1.017
N -5.705 1.328 3.148
C -7.075 1.656 3.127
H -3.275 1.692 3.527
H -2.796 1.970 1.821
H -3.303 0.347 2.455
H -5.297 1.156 4.053
H -7.708 1.204 2.452
H -7.061 2.654 2.758
H -7.585 1.461 4.061
C -2.599 -3.251 -3.432
C -3.018 -4.639 -3.212
O -2.241 -5.652 -3.358
N -4.324 -4.845 -2.988
C -5.034 -6.108 -2.898
H -3.118 -2.525 -2.782
H -2.787 -2.933 -4.446
H -1.560 -3.252 -3.116
H -4.847 -3.998 -2.760
H -6.123 -5.964 -3.036
H -4.721 -6.623 -1.916
H -4.761 -6.767 -3.658
C 1.085 0.571 -3.208
C -0.238 0.169 -3.721
O -1.034 -0.485 -3.097
N -0.534 0.686 -4.951
C -1.834 0.428 -5.491
H 1.515 -0.234 -2.605
H 0.837 1.374 -2.517
H 1.761 0.909 -3.990
H -0.044 1.503 -5.258
H -2.548 0.345 -4.640
H -1.877 -0.554 -5.989
H -2.167 1.349 -5.967
C -3.719 -1.776 4.529
C -3.903 -0.722 5.607
O -4.782 0.140 5.551
N -3.104 -0.832 6.666
C -1.925 -1.662 6.746
H -2.868 -1.534 3.929
H -4.591 -1.698 3.910
H -3.597 -2.755 5.026
H -3.173 -0.025 7.325
H -2.146 -2.714 6.772
H -1.374 -1.305 7.615
H -1.341 -1.516 5.808
C 1.498 5.826 0.584
C 0.351 5.536 1.488
O -0.698 6.151 1.506
N 0.618 4.498 2.310
C -0.277 3.883 3.262
H 2.095 4.937 0.270
H 2.130 6.518 1.160
H 1.154 6.420 -0.299
H 1.596 4.183 2.285
H 0.141 3.819 4.247
H -0.446 2.811 2.996
H -1.263 4.338 3.251
C 5.322 0.475 -2.455
C 5.358 1.022 -1.098
O 4.797 2.089 -0.821
N 6.142 0.346 -0.249
C 6.317 0.789 1.131
H 5.844 1.207 -3.085
H 4.343 0.375 -2.781
H 5.852 -0.480 -2.683
H 6.293 -0.615 -0.494
H 5.378 0.930 1.665
H 6.986 1.693 1.095
H 6.901 0.014 1.666
C 4.640 -4.127 -1.604
C 5.789 -3.217 -1.394
O 5.832 -2.372 -0.467
N 6.798 -3.305 -2.301
C 8.059 -2.638 -2.120
H 4.900 -5.117 -2.022
H 3.893 -3.803 -2.315
H 4.077 -4.249 -0.672
H 6.809 -3.951 -3.072
H 8.492 -2.827 -1.163
H 8.027 -1.540 -2.293
H 8.697 -3.106 -2.915
C -5.712 -1.639 0.585
C -5.130 -1.357 -0.763
O -4.896 -2.230 -1.560
N -4.726 -0.076 -0.977
C -4.197 0.401 -2.251
H -5.161 -2.449 1.060
H -6.735 -1.916 0.426
H -5.613 -0.726 1.183
H -4.862 0.654 -0.297
H -5.008 0.652 -2.897
H -3.531 -0.298 -2.746
H -3.640 1.336 -1.981
C 2.738 1.252 2.682
C 3.532 2.284 3.430
O 3.375 3.453 3.111
N 4.491 1.901 4.329
C 4.490 0.582 4.987
H 3.072 1.163 1.685
H 1.734 1.667 2.681
H 2.652 0.273 3.067
H 4.802 2.623 4.989
H 5.524 0.415 5.395
H 4.221 -0.242 4.274
H 3.797 0.531 5.811
C 3.354 4.529 -3.156
C 3.975 5.612 -2.264
O 3.684 6.778 -2.279
N 4.798 5.065 -1.385
C 5.360 5.890 -0.324
H 2.274 4.770 -3.208
H 3.371 3.435 -2.790
H 3.784 4.481 -4.155
H 4.960 4.103 -1.327
H 6.400 6.234 -0.483
H 5.271 5.365 0.598
H 4.714 6.829 -0.310
C -1.322 4.336 -5.941
Cl -2.058 5.904 -5.814
Cl -0.019 3.990 -4.965
Cl -1.013 4.009 -7.644
H -2.130 3.723 -5.611
C -1.779 -5.845 -0.164
Cl -2.401 -7.466 -0.081
Cl -0.781 -5.524 1.262
Cl -3.019 -4.579 -0.341
H -1.146 -5.866 -1.091
C -3.961 -6.354 3.525
Cl -3.059 -6.349 5.073
Cl -4.970 -4.992 3.286
Cl -4.868 -7.900 3.392
H -3.273 -6.416 2.720
C 4.930 -3.894 2.362
Cl 3.306 -4.044 1.851
Cl 5.552 -5.566 2.910
Cl 5.082 -2.647 3.581
H 5.650 -3.729 1.570
C 0.764 -5.585 -3.492
Cl 0.908 -4.262 -2.318
Cl 1.065 -7.192 -2.744
Cl 1.733 -5.280 -4.960
H -0.262 -5.630 -3.811
C -1.301 -1.395 -0.373
C -0.843 -0.012 -0.167
O -0.060 0.065 1.074
S -0.233 -1.261 1.862
O -0.665 -1.038 3.201
O 0.972 -2.039 1.763
O -1.394 -1.937 0.963
H -0.552 -1.904 -0.957
H -2.275 -1.500 -0.743
H -1.623 0.730 -0.159
H -0.071 0.386 -0.831
C -2.478 5.398 -0.904
C -2.787 4.348 0.175
O -2.527 3.110 -0.576
S -1.504 3.328 -1.713
O -2.076 3.072 -2.945
O -0.292 2.693 -1.354
O -1.229 4.941 -1.484
H -2.322 6.420 -0.499
H -3.208 5.328 -1.707
H -3.830 4.325 0.467
H -2.075 4.426 1.088


Record 2
148
Properties=species:S:1:pos:R:3 method="wB97M-V/def2-TZVPD" e_homo_ev=-7.453 charge=0 fmax_ev_per_a=4.72 e_lumo_ev=-0.02
C 5.435 1.201 -1.756
C 6.777 1.556 -2.635
C 7.951 0.409 -2.591
C 7.840 -0.657 -3.864
C 6.660 -1.741 -3.451
C 6.355 -2.876 -4.594
C 5.436 -4.081 -3.915
C 4.588 -3.594 -2.596
C 3.438 -4.665 -2.123
C 1.887 -4.074 -2.318
C 0.921 -5.046 -1.415
Si -0.722 -4.155 -0.813
O -1.720 -5.422 -0.113
O -1.397 -3.370 -2.232
Si -3.154 -3.605 -2.337
C -3.798 -2.555 -3.867
C -4.980 -1.523 -3.373
C -5.813 -0.792 -4.574
C -5.240 -1.153 -6.103
C -5.892 0.839 -4.500
C -6.029 1.475 -2.997
C -4.717 2.494 -2.815
C -3.681 2.354 -1.755
C -3.440 3.641 -0.758
C -2.714 1.041 -1.512
O -3.847 -2.845 -0.916
N -4.644 -3.670 -0.219
O -5.826 -3.434 -0.420
P -3.772 -5.681 -2.717
N -4.292 -6.508 -1.429
P -0.313 -2.732 0.871
C -0.417 -0.917 0.258
C 1.495 -3.079 1.518
C 2.633 -2.159 0.782
H 5.331 0.053 -1.475
H 5.380 1.796 -0.743
H 4.451 1.471 -2.370
H 6.460 1.696 -3.768
H 7.238 2.533 -2.171
H 9.001 0.931 -2.560
H 7.741 -0.245 -1.616
H 7.618 -0.106 -4.883
H 8.909 -1.182 -3.941
H 7.028 -2.249 -2.443
H 5.663 -1.113 -3.307
H 5.695 -2.406 -5.469
H 7.314 -3.320 -5.100
H 4.642 -4.463 -4.720
H 6.067 -5.022 -3.604
H 4.010 -2.605 -2.923
H 5.255 -3.360 -1.663
H 3.592 -4.859 -0.956
H 3.544 -5.729 -2.635
H 1.676 -4.164 -3.486
H 1.797 -2.935 -2.062
H 0.598 -5.965 -2.102
H 1.507 -5.394 -0.463
H -1.065 -6.115 0.239
H -4.244 -3.311 -4.644
H -2.905 -2.000 -4.429
H -4.500 -0.812 -2.579
H -5.767 -2.194 -2.777
H -6.927 -1.215 -4.562
H -4.152 -0.677 -6.220
H -5.248 -2.301 -6.334
H -5.961 -0.632 -6.896
H -6.884 1.154 -5.084
H -5.010 1.346 -5.102
H -7.015 2.146 -2.943
H -6.127 0.697 -2.130
H -4.628 3.345 -3.646
H -4.131 3.579 0.182
H -2.322 3.588 -0.371
H -3.541 4.622 -1.386
H -2.547 0.472 -2.547
H -1.701 1.274 -0.974
H -3.272 0.243 -0.821
H -4.842 -5.718 -3.723
H -2.602 -6.384 -3.222
H -3.641 -7.318 -1.310
H 0.458 -0.332 0.819
H -1.422 -0.473 0.724
H -0.386 -0.792 -0.905
H 1.499 -2.813 2.682
H 1.718 -4.249 1.473
H 2.829 -1.181 1.431
H 3.636 -2.806 0.768
H 2.335 -1.777 -0.295
C -0.643 1.926 6.706
O -1.694 1.074 6.255
C -1.509 0.571 5.008
O -0.551 0.787 4.282
O -2.574 -0.215 4.709
C -2.515 -0.816 3.418
H -0.895 2.271 7.712
H 0.304 1.378 6.757
H -0.550 2.802 6.055
H -1.644 -1.474 3.337
H -2.497 -0.050 2.636
H -3.416 -1.422 3.285
C 9.261 -2.041 1.630
O 8.778 -1.453 2.836
C 7.480 -1.063 2.787
O 6.733 -1.176 1.827
O 7.155 -0.527 3.990
C 5.807 -0.069 4.084
H 10.309 -2.315 1.783
H 8.699 -2.950 1.391
H 9.210 -1.324 0.804
H 5.107 -0.899 3.944
H 5.618 0.726 3.357
H 5.659 0.340 5.087
C -10.278 0.704 -5.310
O -9.655 1.790 -5.994
C -10.524 2.665 -6.560
O -11.742 2.591 -6.525
O -9.802 3.638 -7.171
C -10.590 4.637 -7.815
H -9.490 0.068 -4.897
H -10.893 1.072 -4.482
H -10.877 0.105 -6.003
H -11.218 5.162 -7.087
H -11.202 4.195 -8.608
H -9.911 5.363 -8.270
C 0.642 4.283 3.515
O 0.857 5.420 4.349
C 2.165 5.716 4.562
O 3.121 5.105 4.110
O 2.223 6.809 5.364
C 3.547 7.238 5.674
H -0.438 4.139 3.413
H 1.062 4.449 2.518
H 1.068 3.383 3.971
H 4.084 7.523 4.764
H 4.089 6.457 6.216
H 3.475 8.118 6.320
C 1.551 4.880 8.803
O 1.521 5.027 10.221
C 0.955 3.984 10.879
O 0.492 2.978 10.364
O 0.993 4.253 12.208
C 0.427 3.234 13.030
H 2.024 5.771 8.381
H 2.145 4.006 8.517
H 0.535 4.807 8.401
H 0.977 2.295 12.914
H -0.634 3.096 12.797
H 0.511 3.555 14.072


Record 3
159
Properties=species:S:1:pos:R:3 method="wB97M-V/def2-TZVPD" e_homo_ev=-9.529 charge=0 fmax_ev_per_a=4.84 e_lumo_ev=-0.13
C -7.595 2.995 -3.227
O -7.087 2.950 -4.520
C -7.096 4.050 -5.340
O -7.638 5.107 -5.138
O -6.411 3.720 -6.399
C -6.087 4.767 -7.275
H -7.259 2.053 -2.794
H -8.674 2.857 -3.294
H -7.204 3.933 -2.832
H -6.961 5.343 -7.580
H -5.572 4.260 -8.091
H -5.390 5.484 -6.842
C -0.907 8.395 7.956
O -0.654 8.378 6.576
C -1.415 7.645 5.751
O -2.271 6.850 6.068
O -1.112 7.977 4.497
C -1.948 7.699 3.416
H -1.613 7.720 8.441
H -1.265 9.390 8.223
H 0.057 8.183 8.419
H -2.046 6.615 3.356
H -1.506 8.064 2.488
H -2.894 8.185 3.656
C 5.312 4.769 -5.017
O 6.644 5.188 -4.639
C 7.706 4.363 -4.781
O 7.763 3.210 -5.285
O 8.731 4.974 -4.125
C 9.898 4.337 -3.792
H 4.919 3.900 -4.488
H 5.185 4.601 -6.086
H 4.647 5.624 -4.897
H 10.079 3.622 -4.594
H 9.943 3.827 -2.830
H 10.750 5.015 -3.849
C -1.145 1.694 -9.208
O -0.663 3.068 -9.333
C -0.939 3.784 -10.464
O -1.262 3.373 -11.515
O -0.821 5.150 -10.137
C -0.748 6.099 -11.176
H -0.808 1.191 -8.302
H -0.739 1.107 -10.032
H -2.231 1.775 -9.240
H -1.725 6.212 -11.648
H 0.040 5.767 -11.852
H -0.400 7.097 -10.911
C 4.828 -8.372 4.601
O 4.135 -7.125 4.577
C 4.467 -6.140 5.488
O 5.568 -6.066 6.019
O 3.515 -5.182 5.683
C 2.295 -5.297 4.933
H 5.827 -8.221 4.193
H 4.325 -8.999 3.864
H 4.874 -8.875 5.567
H 2.455 -5.255 3.856
H 1.632 -4.440 5.051
H 1.742 -6.173 5.275
C 5.508 6.197 1.672
O 6.694 5.484 1.897
C 7.750 6.104 2.393
O 7.826 7.264 2.888
O 8.797 5.263 2.445
C 10.107 5.605 2.847
H 5.494 6.937 2.472
H 4.611 5.594 1.818
H 5.511 6.682 0.696
H 10.631 4.688 3.117
H 10.109 6.198 3.761
H 10.559 6.224 2.072
C 5.334 -1.306 -1.175
O 6.399 -2.280 -1.128
C 6.165 -3.564 -0.695
O 5.184 -3.882 -0.037
O 7.147 -4.409 -1.156
C 7.210 -5.741 -0.759
H 4.499 -1.524 -1.840
H 5.665 -0.288 -1.380
H 4.941 -1.151 -0.170
H 7.893 -5.759 0.091
H 7.616 -6.316 -1.592
H 6.241 -6.207 -0.580
C -9.822 1.886 4.105
C -8.492 1.370 3.897
O -8.275 0.211 3.439
N -7.496 2.196 4.179
C -6.078 1.838 4.070
H -10.274 2.122 3.142
H -9.934 2.680 4.844
H -10.419 1.050 4.468
H -7.791 3.091 4.541
H -5.591 2.518 3.371
H -5.887 0.817 3.740
H -5.628 1.857 5.063
C -1.514 2.265 -2.159
C -1.208 1.345 -0.981
O -0.471 1.739 -0.100
N -1.658 0.075 -0.963
C -1.327 -0.927 0.026
H -0.598 2.692 -2.566
H -2.209 3.055 -1.876
H -1.858 1.628 -2.975
H -2.346 -0.275 -1.614
H -1.186 -0.480 1.011
H -0.343 -1.336 -0.203
H -2.066 -1.726 0.080
C 0.874 -10.416 -0.385
C -0.285 -9.380 -0.349
O -0.127 -8.271 -0.879
N -1.396 -9.729 0.286
C -1.695 -11.031 0.930
H 0.679 -11.426 -0.748
H 1.197 -10.629 0.634
H 1.636 -9.972 -1.024
H -1.998 -8.937 0.458
H -2.559 -11.520 0.481
H -1.922 -10.855 1.982
H -0.877 -11.739 1.067
C -0.511 2.332 10.658
C 0.371 1.723 9.547
O 1.302 1.024 9.798
N 0.087 2.127 8.310
C 0.759 1.746 7.051
H -0.023 3.204 11.094
H -0.713 1.589 11.429
H -1.482 2.727 10.358
H -0.549 2.909 8.245
H 0.133 1.006 6.553
H 1.696 1.193 7.121
H 0.974 2.617 6.433
O -4.159 -5.799 4.370
C -5.033 -4.955 4.529
N -6.137 -4.968 3.828
C -4.952 -4.049 5.665
H -6.675 -4.119 3.731
H -6.139 -5.643 3.076
H -4.029 -3.493 5.504
H -4.888 -4.666 6.561
H -5.746 -3.305 5.602
O -4.677 -3.579 -5.233
C -5.425 -4.187 -4.484
N -4.977 -4.884 -3.472
C -6.928 -4.167 -4.653
H -5.672 -5.366 -2.921
H -3.994 -5.074 -3.334
H -7.315 -3.349 -4.044
H -7.318 -5.134 -4.335
H -7.259 -4.062 -5.686
O 2.135 -4.361 -7.731
C 2.439 -4.463 -6.566
N 1.521 -4.298 -5.601
C 3.859 -4.783 -6.083
H 0.586 -4.086 -5.917
H 1.759 -4.407 -4.625
H 4.341 -5.635 -6.563
H 3.821 -5.165 -5.063
H 4.620 -4.015 -6.224


| no. | Kohn-Sham gap (eV) |
| --- | --- |
| 1 | 9.23 |
| 2 | 7.44 |
| 3 | 9.40 |